1.
Density functional theory data (ωB97M-V/def2-TZVPD) for a structure of composition C12H20BrN2O4Ti.

Structure (ORCA input):
```
! RIJCOSX wB97M-V def2-TZVPD def2/J DEFGRID3
* xyz 1 3
Ti -0.29007 0.18722 -0.16334
C 1.47184 -0.01562 2.56385
O 1.49936 -0.26399 1.15758
C 2.18274 -1.46196 0.79743
C 2.35485 -1.45404 -0.70584
O 1.08887 -1.22095 -1.33425
C 0.57999 -2.32913 -2.08190
H 2.47878 0.18676 2.93270
H 1.06810 -0.87333 3.10866
H 0.83754 0.85252 2.72894
H 1.59174 -2.32878 1.11435
H 3.16218 -1.50902 1.28077
H 2.77522 -2.40680 -1.02957
H 3.03652 -0.65702 -1.00731
H 0.36157 -3.17774 -1.43018
H 1.29777 -2.62889 -2.84654
H -0.33372 -1.99885 -2.57011
N 1.06817 2.07475 -0.94412
C 0.30740 3.22495 -1.50632
C -0.89559 3.57228 -0.61112
C -1.41714 2.21963 -0.20900
O -1.18200 1.78936 0.96569
O -1.77143 1.42198 -1.13089
H 1.62910 2.38920 -0.15737
H 1.72481 1.75294 -1.64806
H -0.06885 2.91580 -2.47849
H 0.94347 4.10102 -1.63882
H -1.62964 4.13758 -1.18216
H -0.59954 4.13683 0.27062
Br -5.35843 -2.50823 -1.26731
C -3.96887 -2.22086 -0.02741
C -4.09321 -2.62485 1.29172
C -3.03449 -2.37276 2.15181
C -1.90849 -1.74451 1.66184
N -1.79134 -1.35212 0.38595
C -2.81565 -1.58638 -0.44632
H -4.99257 -3.11430 1.63792
H -3.09814 -2.66266 3.19069
H -1.07057 -1.52344 2.31188
H -2.72688 -1.21818 -1.45986
*
```

**E_HOMO (alpha / beta)**: -9.8124 / -12.3742 eV
**LUMO level (alpha / beta)**: -2.593 / -2.683 eV

Atomic partial charges in e from the natural (NBO) method, atoms 1 to 8:
1 Ti 1.3366
2 C -0.2522
3 O -0.5813
4 C -0.0890
5 C -0.0840
6 O -0.5791
7 C -0.2436
8 H 0.1996



2.
Density functional theory data (ωB97M-V/def2-TZVPD) for a structure of composition C12H20Cl3GeMgN5S2.

Structure (ORCA input):
```
! RIJCOSX wB97M-V def2-TZVPD def2/J DEFGRID3
* xyz 1 2
Mg -0.51792 0.71772 0.49375
C -3.73152 5.17952 0.22785
S -4.16892 3.49602 -0.27815
C -2.63542 2.72512 -0.38645
S -2.71412 1.04272 -0.81205
N -1.53792 3.38922 -0.18155
N -0.43692 2.67692 -0.04395
C 0.73618 3.19522 -0.07125
C 1.83748 2.30412 0.20085
C 3.17087 2.71802 0.14695
C 4.16908 1.79432 0.40215
C 3.81518 0.48682 0.70605
C 2.46948 0.15672 0.73745
N 1.51148 1.03392 0.49405
H -4.66392 5.72632 0.32415
H -3.11152 5.61102 -0.54905
H -3.20282 5.15672 1.17395
H 0.90978 4.24782 -0.29235
H 3.42048 3.73812 -0.09825
H 5.20638 2.08702 0.35275
H 4.56128 -0.26208 0.91255
H 2.14238 -0.85148 0.94995
C 1.35028 -3.43038 -2.20035
C 0.52478 -3.22168 -0.93065
C -0.83002 -3.92758 -1.07295
C 1.30548 -3.76778 0.26895
N 0.38488 -1.76168 -0.76095
N -0.59252 -1.36398 0.20875
H 1.61408 -4.47958 -2.30685
H 2.26598 -2.84588 -2.14665
H 0.78788 -3.12688 -3.08215
H -0.67312 -4.94958 -1.40245
H -1.45022 -3.42848 -1.81695
H -1.37212 -3.97498 -0.13085
H 1.50438 -4.82588 0.12755
H 0.75938 -3.66408 1.20425
H 2.25628 -3.24708 0.35595
H 0.12518 -1.34798 -1.65695
H -0.33952 -1.82648 1.08525
H -1.52872 -1.73378 -0.01625
Cl -3.25792 -1.80078 2.01245
Ge -3.67732 0.35312 1.77145
Cl -4.82563 0.98882 3.53335
Cl -1.56032 1.01262 2.54665
*
```

**E_HOMO (alpha / beta)**: -11.0447 / -11.6674 eV
**LUMO level (alpha / beta)**: -4.179 / -5.376 eV

Atomic partial charges in e from the natural (NBO) method, atoms 1 to 8:
1 Mg 1.6839
2 C -0.7386
3 S 0.3925
4 C -0.0895
5 S -0.2566
6 N -0.3737
7 N -0.3947
8 C 0.0766



3.
Density functional theory data (ωB97M-V/def2-TZVPD) for a structure of composition C12H20CrF6NO9S2.

Structure (ORCA input):
```
! RIJCOSX wB97M-V def2-TZVPD def2/J DEFGRID3
* xyz 2 2
Cr 0.07195 0.31588 -0.10724
C -2.64790 1.39683 -0.05790
C -1.81047 2.63716 -0.22946
O -0.53191 2.20693 -0.76899
C -0.39518 2.48338 -2.18558
C 0.93856 1.92694 -2.56654
O 0.90507 0.56196 -2.12130
C 2.15960 -0.13614 -2.23733
C 3.03249 0.29587 -1.08269
O 2.11876 0.46859 0.02374
C 2.67623 1.11864 1.18542
C 1.74196 0.79354 2.31438
O 0.40185 1.03766 1.81878
C -0.58332 0.53637 2.76305
C -1.94021 0.76634 2.15140
O -1.86096 0.47288 0.73315
H -2.83541 0.90160 -1.00831
H -3.59904 1.59194 0.43595
H -1.59688 3.12899 0.71824
H -2.26995 3.35967 -0.90196
H -0.43146 3.56162 -2.33696
H -1.20106 1.98988 -2.73203
H 1.74746 2.47505 -2.07683
H 1.08093 1.94455 -3.64759
H 2.61705 0.08249 -3.20177
H 1.92274 -1.19497 -2.18076
H 3.53384 1.24854 -1.26393
H 3.76315 -0.47118 -0.82834
H 2.73738 2.19198 0.99388
H 3.67021 0.71986 1.38647
H 1.92318 1.43207 3.17855
H 1.82593 -0.25673 2.59703
H -0.48409 1.08841 3.69742
H -0.39119 -0.52162 2.93505
H -2.25323 1.80031 2.29057
H -2.68310 0.10466 2.59527
F 1.45458 -3.45793 2.53065
C 0.63409 -3.89364 1.58398
F 0.98617 -5.08073 1.16946
F -0.61092 -3.89323 2.02883
S 0.75069 -2.67516 0.19199
O 0.32775 -1.40906 0.86069
O 2.09145 -2.63676 -0.28840
N -0.31501 -3.16827 -0.82037
S -1.33771 -2.24851 -1.55423
O -1.06298 -0.80509 -1.29469
O -1.54717 -2.56474 -2.91177
C -2.91260 -2.52531 -0.61921
F -3.80075 -1.62125 -1.01129
F -3.36044 -3.73495 -0.82618
F -2.65013 -2.34530 0.67775
*
```

**E_HOMO (alpha / beta)**: -17.1978 / -17.1239 eV
**LUMO level (alpha / beta)**: -8.317 / -7.776 eV

Atomic partial charges in e from the natural (NBO) method, atoms 1 to 8:
1 Cr 1.4374
2 C -0.1006
3 C -0.1043
4 O -0.5523
5 C -0.0884
6 C -0.0936
7 O -0.4989
8 C -0.0996



4.
Density functional theory data (ωB97M-V/def2-TZVPD) for a structure of composition C12H20CuSb2.

Structure (ORCA input):
```
! RIJCOSX wB97M-V def2-TZVPD def2/J DEFGRID3
* xyz 1 1
Cu -0.43234 -2.16427 -0.00292
C -2.39666 -1.08639 3.52703
Sb -0.64177 -1.14376 2.31153
C 0.72880 -0.98260 3.94447
C -0.63880 0.89542 1.56077
C 0.57570 1.10479 0.70050
C 1.79595 1.30889 1.35871
C 2.98061 1.48365 0.67232
C 2.96941 1.47729 -0.71598
C 1.77371 1.29663 -1.38149
C 0.56428 1.09882 -0.70218
C -0.66500 0.88630 -1.54101
Sb -0.66579 -1.14519 -2.31278
C 0.63844 -0.94699 -3.99627
C -2.46570 -1.11287 -3.46126
H -2.39806 -0.14072 4.06566
H -2.36086 -1.90822 4.23952
H -3.30037 -1.16997 2.92824
H 0.55926 -0.01914 4.42187
H 1.76303 -1.06410 3.62154
H 0.50621 -1.77926 4.65176
H -0.61406 1.54882 2.43341
H -1.58215 1.05806 1.04359
H 1.79600 1.35836 2.44195
H 3.90459 1.64248 1.21242
H 3.88469 1.63111 -1.27208
H 1.75685 1.33759 -2.46499
H -0.66420 1.55067 -2.40579
H -1.59892 1.03440 -1.00273
H 0.43922 0.02243 -4.44957
H 0.39480 -1.73468 -4.70653
H 1.68553 -1.02281 -3.71648
H -2.51271 -0.16173 -3.98810
H -3.34384 -1.22763 -2.83038
H -2.43587 -1.92537 -4.18474
*
```

**E_HOMO**: -11.6252 eV
**LUMO level**: -3.212 eV

Atomic partial charges in e from the natural (NBO) method, atoms 1 to 8:
1 Cu 0.4660
2 C -0.9577
3 Sb 0.9726
4 C -0.9463
5 C -0.7306
6 C -0.0538
7 C -0.2053
8 C -0.1972



5.
Density functional theory data (ωB97M-V/def2-TZVPD) for a structure of composition C12H20K3O13.

Structure (ORCA input):
```
! RIJCOSX wB97M-V def2-TZVPD def2/J DEFGRID3
* xyz -3 1
K -9.64667 -6.41082 8.16740
K -5.41357 -10.19661 6.99941
K -8.51291 -10.62803 6.90553
C -11.77943 -9.57814 6.40341
C -10.59366 -8.72417 6.95801
O -10.85137 -8.05029 7.97848
O -9.46211 -8.81959 6.49442
H -12.72967 -9.15450 6.72843
H -11.81781 -10.61862 6.72594
H -11.88066 -9.42969 5.32832
C -7.45217 -7.41583 6.59027
C -7.30818 -8.13515 7.87585
O -6.99274 -9.34641 7.91747
O -7.47280 -7.47136 8.96140
H -8.15759 -7.83337 5.87183
H -6.46456 -7.16131 6.20565
H -7.84814 -6.40918 6.72430
C -4.39684 -6.66074 5.22024
C -4.60451 -7.91643 6.03123
O -5.08565 -8.89822 5.39858
O -4.17702 -7.90717 7.16782
H -4.94589 -6.79031 4.28758
H -3.33896 -6.57258 4.97288
H -4.73685 -5.77834 5.76234
C -7.05480 -5.87458 4.85367
C -7.39187 -5.18736 3.49159
O -8.50128 -5.41716 2.94607
O -6.52710 -4.49537 3.01776
H -7.97871 -6.01519 5.41469
H -6.32023 -5.30811 5.42603
H -6.50005 -6.78768 4.63784
C -6.01720 -4.45884 7.12178
C -4.78500 -4.95993 7.90033
O -3.80613 -4.25878 7.90165
O -4.85338 -6.01202 8.58112
H -6.82513 -5.18916 7.16625
H -5.72406 -4.29176 6.08531
H -6.49435 -3.54188 7.46764
C -7.61249 -9.27581 4.53760
C -7.49570 -10.83165 4.59804
O -6.72814 -11.24237 5.45225
O -8.05716 -11.58003 3.74066
H -8.55366 -8.91215 4.94998
H -7.59226 -8.93089 3.50381
H -6.77213 -8.89225 5.11619
O -9.95021 -7.77422 4.54181
H -9.10958 -7.76127 4.08419
H -9.74619 -8.12524 5.40863
*
```

**E_HOMO**: 1.5318 eV
**LUMO level**: 4.809 eV

Atomic partial charges in e from the Löwdin method, atoms 1 to 8:
1 K 1.0321
2 K 1.0074
3 K 1.0548
4 C 0.0240
5 C -0.6853
6 O -0.2438
7 O -0.3234
8 H 0.0620



6.
Density functional theory data (ωB97M-V/def2-TZVPD) for the ion C12H20N with charge +1.

Structure (ORCA input):
```
! RIJCOSX wB97M-V def2-TZVPD def2/J DEFGRID3
* xyz 1 1
C -2.89060 0.93469 0.06822
C -3.22366 2.18012 0.01651
C 0.16865 1.40287 0.73383
C 0.35063 -0.81749 0.71836
C 1.64715 -0.26546 1.07524
C -0.64230 0.08461 0.58491
C 1.70866 1.22027 0.58037
C -2.21754 -0.11597 0.34567
C 2.84816 -1.13536 0.83139
C -2.42344 -2.28463 -0.79982
C 1.62581 0.38025 -1.89105
C -2.67542 -1.51115 0.48916
N 2.23382 1.21282 -0.87546
H -3.45539 2.56304 1.03795
H -3.16949 2.86847 -0.85828
H 0.00645 1.84546 1.67602
H -0.15123 2.24452 0.08293
H 0.18901 -1.83959 0.55547
H 1.63722 0.04199 2.07580
H 2.38289 1.82496 1.30661
H 3.25864 -1.01681 -0.18477
H 2.60774 -2.15255 0.94792
H 3.65029 -0.87657 1.51148
H -1.58553 -2.85869 -0.73695
H -2.32891 -1.53422 -1.66300
H -3.24060 -2.97828 -1.10657
H 2.03358 -0.61226 -2.05568
H 0.52185 0.30745 -1.66315
H 1.76983 0.92582 -2.82646
H -2.15477 -1.95380 1.39031
H -3.74391 -1.39350 0.76620
H 2.00955 2.17345 -1.18654
H 3.25286 1.13553 -0.94660
*
```

**E_HOMO**: -11.8125 eV
**LUMO level**: -3.150 eV
**SMILES**: C=C=C(CC)C1=C[C@@H](C)[C@@H]([NH2+]C)C1

Atomic partial charges in e from the natural (NBO) method, atoms 1 to 8:
1 C 0.0970
2 C -0.4504
3 C -0.4775
4 C -0.2349
5 C -0.2811
6 C 0.0532
7 C -0.0288
8 C -0.0997



Largest force on an atom readings, ordered: 0.71 2.00 0.69 0.54 6.89 4.60 eV/A
ΔE to the lowest compared entry with this formula, charge and spin readings, ordered: 0.0 0.0 0.0 13.6 18.9 357.6 kJ/mol